56
Properties=species:S:1:pos:R:3:lowdin_charge:R:1 method="wB97M-V/def2-TZVPD" de_lowest_ev=0.000 max_force_ev_per_a=0.7 e_homo_ha=-0.380 homo_lumo_gap_ev=6.881 charge=+1
Pd 0.15 0.61 1.02 1.019
O -0.01 5.59 -1.06 0.065
C -1.30 5.24 -0.90 -0.258
C -2.26 6.20 -1.21 -0.003
C -3.60 5.91 -1.07 -0.063
C -4.02 4.66 -0.63 -0.080
C -3.08 3.70 -0.32 -0.027
C -1.71 3.97 -0.45 -0.082
C -0.76 2.91 -0.09 -0.396
O -1.26 1.78 0.34 -0.190
N 0.52 3.11 -0.23 -0.006
N 1.32 2.03 0.20 -0.205
C 2.58 2.31 0.16 -0.877
S 3.10 3.88 -0.39 1.015
C 4.84 3.62 0.06 -0.498
C 5.16 2.16 -0.17 -0.496
S 3.84 1.19 0.60 0.938
H 0.55 4.82 -0.82 0.034
H -1.92 7.16 -1.55 0.123
H -4.33 6.67 -1.32 0.111
H -5.08 4.44 -0.53 0.104
H -3.39 2.72 0.01 0.110
H 4.99 3.90 1.10 0.085
H 5.44 4.27 -0.57 0.089
H 6.10 1.87 0.30 0.087
H 5.20 1.92 -1.23 0.087
N -3.71 -3.43 5.38 0.092
C -3.81 -2.11 5.15 -0.817
S -4.88 -1.16 5.94 0.744
C -2.86 -1.55 4.12 -0.193
C -1.86 -2.30 3.52 0.009
C -1.02 -1.71 2.59 -0.109
N -1.14 -0.43 2.23 -0.075
C -2.12 0.30 2.79 -0.076
C -2.98 -0.22 3.74 -0.011
H -4.34 -3.84 6.05 0.107
H -3.11 -4.04 4.86 0.090
H -1.68 -3.34 3.75 0.110
H -0.24 -2.28 2.11 0.098
H -2.20 1.32 2.46 0.112
H -3.75 0.40 4.17 0.087
C 4.16 -1.73 3.64 -0.022
C 3.43 -2.34 2.43 -0.575
C 4.40 -2.58 1.27 -0.027
C 2.73 -3.65 2.82 -0.031
C 2.40 -1.39 1.99 -0.113
N 1.60 -0.65 1.65 0.079
H 4.85 -2.47 4.04 0.101
H 3.46 -1.45 4.43 0.097
H 4.72 -0.84 3.35 0.087
H 5.17 -3.29 1.59 0.101
H 4.89 -1.66 0.97 0.067
H 3.89 -3.00 0.40 0.100
H 3.49 -4.38 3.10 0.099
H 2.15 -4.05 1.99 0.094
H 2.07 -3.50 3.68 0.092

***

65
Properties=species:S:1:pos:R:3:lowdin_charge:R:1 method="wB97M-V/def2-TZVPD" max_force_ev_per_a=2.9 e_homo_ha="-0.384 / -0.349" homo_lumo_gap_ev="6.452 / 5.340" charge=+1
Ru -0.08 0.33 -0.24 0.790
C 1.23 4.17 0.15 -0.023
N 1.24 3.22 -0.93 -0.112
C 2.24 3.07 -1.85 -0.009
C 1.84 2.13 -2.75 -0.047
N 0.59 1.70 -2.41 -0.039
B -0.34 1.01 -3.49 -0.429
N -1.14 -0.15 -2.85 -0.008
C -2.40 -0.52 -3.18 -0.019
C -2.70 -1.69 -2.54 0.007
N -1.61 -2.04 -1.81 -0.113
C -1.44 -3.21 -0.99 -0.036
C -0.66 -1.08 -1.97 -0.803
S 1.01 -1.38 -1.57 0.672
C 0.23 2.37 -1.28 -0.800
S -1.35 2.37 -0.55 0.676
H 2.17 4.10 0.70 0.101
H 0.39 3.96 0.80 0.053
H 1.13 5.18 -0.25 0.108
H 3.15 3.62 -1.79 0.134
H 2.34 1.75 -3.61 0.130
H -1.09 1.83 -3.88 0.087
H 0.38 0.54 -4.31 0.085
H -3.00 0.07 -3.84 0.135
H -3.59 -2.28 -2.56 0.134
H -2.40 -3.72 -0.87 0.101
H -1.07 -2.91 0.00 0.073
H -0.72 -3.89 -1.44 0.098
C 0.58 2.05 3.03 0.000
C 1.71 1.34 2.37 -0.373
N 1.69 0.77 1.18 0.020
C 2.93 0.25 0.95 -0.130
C 3.72 0.50 2.03 -0.069
N 2.93 1.19 2.92 0.118
H -0.29 2.01 2.37 0.052
H 0.85 3.08 3.24 0.089
H 0.33 1.57 3.97 0.072
H 3.17 -0.28 0.05 0.080
H 4.74 0.26 2.24 0.116
H 3.21 1.50 3.83 0.171
C -1.17 -0.51 1.19 -0.111
C -1.82 -0.33 2.22 -0.120
C -2.61 -0.14 3.34 -0.121
C -2.07 -0.34 4.65 -0.167
C -0.71 -0.68 4.80 -0.036
C -0.15 -0.82 6.06 -0.071
C -0.93 -0.62 7.19 -0.059
C -2.28 -0.33 7.06 -0.059
C -2.85 -0.21 5.81 -0.007
C -3.98 0.28 3.09 -0.188
C -4.73 -0.38 2.11 -0.017
C -6.06 -0.06 1.91 -0.067
C -6.65 0.96 2.64 -0.067
C -5.89 1.68 3.55 -0.066
C -4.57 1.35 3.78 -0.039
H -0.11 -0.84 3.92 0.107
H 0.89 -1.08 6.15 0.107
H -0.48 -0.71 8.17 0.109
H -2.89 -0.20 7.94 0.111
H -3.91 -0.02 5.72 0.112
H -4.26 -1.18 1.55 0.112
H -6.64 -0.61 1.20 0.106
H -7.69 1.21 2.49 0.109
H -6.33 2.50 4.09 0.109
H -3.97 1.93 4.46 0.120

***

72
Properties=species:S:1:pos:R:3:lowdin_charge:R:1 method="wB97M-V/def2-TZVPD" de_lowest_ev=0.000 max_force_ev_per_a=0.2 e_homo_ha=-0.490 homo_lumo_gap_ev=7.140 charge=+2
Pb 1.07 0.56 -0.98 1.436
C 0.16 -3.55 -3.42 -0.031
C 0.44 -2.19 -3.27 -0.151
N 0.56 -1.86 -1.98 -0.091
N 0.36 -3.00 -1.29 -0.067
C 0.12 -4.03 -2.13 -0.062
B 0.32 -3.02 0.22 -0.503
N -1.05 -2.34 0.75 0.047
C -2.40 -2.73 0.33 -0.211
C -3.22 -2.14 1.41 0.056
C -2.40 -1.46 2.20 -0.033
N -1.07 -1.61 1.77 0.174
N 1.49 -2.31 0.89 -0.035
C 2.28 -2.85 1.83 -0.037
C 3.22 -1.91 2.22 -0.015
C 2.92 -0.79 1.46 -0.138
N 1.88 -1.03 0.65 -0.088
H 0.03 -4.10 -4.33 0.110
H 0.58 -1.44 -4.04 0.111
H -0.04 -5.03 -1.75 0.136
H 0.25 -4.15 0.62 0.136
H -2.46 -3.82 0.28 0.178
H -4.29 -2.23 1.50 0.125
H -2.60 -0.87 3.08 0.122
H 2.12 -3.86 2.16 0.136
H 4.00 -2.03 2.95 0.112
H 3.41 0.16 1.45 0.101
Se 5.22 6.27 3.04 1.222
N 3.70 5.43 3.36 -0.210
C 3.54 4.54 2.41 -0.339
C 2.40 3.64 2.32 -0.066
C 1.39 3.63 3.29 0.048
C 0.33 2.75 3.15 -0.005
C 0.31 1.92 2.04 -0.144
N 1.25 1.93 1.11 -0.020
C 2.31 2.76 1.25 -0.148
C 3.39 2.69 0.24 -0.158
N 3.28 1.77 -0.74 -0.047
C 4.25 1.66 -1.64 -0.110
C 5.39 2.46 -1.62 -0.002
C 5.51 3.40 -0.62 0.047
C 4.50 3.53 0.33 -0.067
C 4.58 4.49 1.42 -0.339
N 5.57 5.33 1.58 -0.208
H 1.46 4.31 4.13 0.133
H -0.46 2.71 3.89 0.124
H -0.51 1.23 1.89 0.099
H 4.12 0.91 -2.41 0.120
H 6.15 2.33 -2.37 0.125
H 6.38 4.05 -0.56 0.133
C -4.30 -4.02 -1.64 -0.057
C -4.05 -2.52 -1.70 -0.409
C -5.24 -1.72 -1.16 -0.060
C -2.70 -2.13 -1.08 -0.094
H -5.18 -4.28 -2.24 0.093
H -4.51 -4.35 -0.62 0.085
H -3.45 -4.59 -2.03 0.086
H -3.94 -2.25 -2.75 0.140
H -5.55 -2.06 -0.17 0.068
H -6.10 -1.86 -1.81 0.093
H -5.02 -0.65 -1.11 0.073
H -1.91 -2.49 -1.74 0.091
H -2.61 -1.05 -0.99 0.103
I -4.08 5.05 0.14 0.928
C -3.14 3.39 -0.61 -0.774
C -3.58 2.53 -1.59 -0.128
N -2.63 1.59 -1.74 -0.027
N -1.58 1.78 -0.91 -0.071
C -1.88 2.88 -0.24 -0.220
H -4.48 2.53 -2.18 0.131
H -2.61 0.84 -2.41 0.151
H -1.21 3.29 0.50 0.091

***

14
Properties=species:S:1:pos:R:3:lowdin_charge:R:1 method="wB97M-V/def2-TZVPD" smiles="C=CO.CN" de_lowest_ev=2.172 max_force_ev_per_a=2.4 e_homo_ha=-0.320 homo_lumo_gap_ev=9.783 charge=0
C 1.55 0.22 -1.43 -0.016
C 1.44 -0.70 -0.47 -0.307
O 0.51 -1.67 -0.47 -0.042
H 2.42 0.84 -1.58 0.044
H 0.99 0.23 -2.36 0.055
H 2.20 -0.72 0.30 0.112
H -0.31 -1.44 -0.94 0.096
C -1.14 0.96 0.91 -0.217
N -1.45 -0.44 0.77 -0.065
H -1.28 1.48 -0.07 0.076
H -1.63 1.49 1.75 0.070
H -0.10 1.26 1.06 0.057
H -2.38 -0.60 1.12 0.070
H -0.81 -0.91 1.41 0.068

***

88
Properties=species:S:1:pos:R:3:lowdin_charge:R:1 method="wB97M-V/def2-TZVPD" de_lowest_ev=0.418 s2=16.01 max_force_ev_per_a=4.3 multiplicity=8 e_homo_ha="-0.345 / -0.345" homo_lumo_gap_ev="3.414 / 5.970" charge=+1
Gd -0.99 -2.04 -0.85 1.784
C -3.46 -2.22 -0.62 -0.281
C -3.14 -0.88 -0.98 -0.325
C -2.47 -2.27 -2.72 -0.345
C -3.04 -3.09 -1.68 -0.294
C -2.55 -0.90 -2.28 -0.345
C -4.17 -2.57 0.64 -0.011
H -5.03 -1.90 0.80 0.109
H -3.49 -2.43 1.50 0.085
H -4.53 -3.60 0.65 0.082
C -3.18 -4.57 -1.69 -0.012
H -4.07 -4.88 -1.12 0.096
H -2.31 -5.07 -1.23 0.091
H -3.27 -4.96 -2.71 0.093
C -1.73 -2.82 -3.88 -0.020
H -2.20 -3.75 -4.22 0.094
H -0.67 -3.07 -3.66 0.091
H -1.71 -2.11 -4.72 0.100
C -2.03 0.32 -2.97 -0.007
H -2.76 0.67 -3.70 0.111
H -1.09 0.13 -3.50 0.092
H -1.88 1.14 -2.25 0.081
C -3.40 0.31 -0.11 -0.013
H -4.35 0.78 -0.38 0.112
H -2.61 1.07 -0.19 0.070
H -3.48 0.02 0.95 0.089
C 0.79 0.90 2.79 -0.092
C -0.52 1.14 2.99 -0.116
C -1.34 2.33 2.62 -0.181
C -0.66 3.48 1.82 -0.193
C -0.38 3.25 0.37 -0.125
C 0.67 2.64 -0.20 -0.185
C 1.50 1.55 0.41 -0.205
C 1.71 1.72 1.94 -0.189
H -1.75 2.79 3.54 0.120
H 0.20 3.88 2.38 0.110
H -2.24 1.95 2.09 0.095
H 1.68 2.78 2.20 0.085
H 1.20 -0.04 3.17 0.105
H -1.12 0.32 3.42 0.103
H 2.73 1.38 2.18 0.098
H 1.02 0.57 0.20 0.096
H 0.91 2.89 -1.25 0.094
H 2.48 1.53 -0.11 0.045
H -1.39 4.31 1.85 0.111
H -1.13 3.72 -0.28 0.107
P 3.70 3.57 -0.71 0.828
P 4.02 3.92 -3.64 0.773
C 5.01 4.83 -1.19 -0.431
C 5.43 4.62 -2.64 -0.467
H 5.86 4.68 -0.51 0.070
H 4.63 5.85 -1.04 0.069
H 5.73 5.57 -3.08 0.072
H 6.28 3.91 -2.70 0.077
C 5.02 4.02 -5.19 -0.340
H 4.38 3.81 -6.07 0.030
H 5.81 3.26 -5.14 0.032
H 5.46 5.02 -5.27 0.036
C 3.18 5.56 -3.86 -0.311
H 3.92 6.36 -4.01 0.041
H 2.57 5.80 -2.98 0.024
H 2.52 5.51 -4.73 0.033
C 4.88 2.54 0.28 -0.282
H 4.39 1.71 0.81 0.011
H 5.41 3.18 1.01 0.045
H 5.62 2.11 -0.41 0.047
C 2.90 4.69 0.50 -0.280
H 3.12 5.74 0.24 0.042
H 3.27 4.46 1.52 0.050
H 1.80 4.57 0.47 0.011
C -3.51 -7.76 4.46 -0.040
C -2.72 -6.64 3.84 -0.251
C -1.66 -6.02 4.50 -0.016
C -0.93 -4.99 3.91 -0.029
C -1.29 -4.52 2.63 -0.260
C -2.37 -5.10 1.98 -0.064
C -3.09 -6.14 2.58 -0.017
S -0.32 -3.27 1.80 0.561
O -1.14 -2.01 1.63 -0.439
O 0.93 -3.08 2.50 -0.257
O -0.20 -3.82 0.38 -0.481
H -2.95 -8.70 4.54 0.093
H -3.81 -7.49 5.48 0.089
H -4.41 -7.96 3.88 0.078
H -1.41 -6.35 5.52 0.127
H -0.09 -4.53 4.43 0.121
H -2.68 -4.73 1.00 0.074
H -3.96 -6.56 2.08 0.117

***

14
Properties=species:S:1:pos:R:3:lowdin_charge:R:1 method="wB97M-V/def2-TZVPD" smiles="CO[C@](N)(O)[N+](=O)[O-]" de_lowest_ev=5.176 max_force_ev_per_a=6.2 e_homo_ha=-0.386 homo_lumo_gap_ev=11.002 charge=0
C -0.30 1.53 -1.36 -0.025
O 0.12 0.95 -0.13 -0.090
C -0.03 -0.40 0.19 -0.594
N 0.80 -1.30 -0.47 0.190
O -1.32 -0.80 0.28 0.097
N 0.34 -0.24 1.71 -0.320
O 1.50 -0.10 1.95 0.112
O -0.60 -0.22 2.47 0.098
H -0.15 2.56 -1.42 0.073
H -1.19 1.08 -1.58 0.056
H 0.54 1.08 -2.03 0.124
H 0.42 -2.25 -0.51 0.116
H 1.70 -1.37 -0.11 0.076
H -1.84 -0.54 1.01 0.086

***

Per-record E_tot, eV: -69692.96201 -62317.13874 -126730.98389 -6792.88324 -89340.56096 -13337.63565